Formula: C9H15Cl2IrO6PTb
Source: OMol25
Level of theory: the ωB97M-V functional and the def2-TZVPD basis

Its orbital gap (spin up / spin down) is 0.2081 / 0.1996 Eh. As for the spin multiplicity: 11. The total energy comes out at -81420.0367 eV. As for the energy relative to the best compared isomer or geometry (same formula, charge and spin): 11.1 kcal per mole. As for the maximum force: 10.41 eV Å⁻¹. The net charge is +4. The highest occupied orbital energy (spin up / spin down) is -22.94 / -22.82 eV. Its LUMO energy (spin up / spin down) is -17.3 / -17.4 eV.

XYZ file:
```
35
Properties=species:S:1:pos:R:3:forces:R:3:mulliken_charge:R:1
O -0.3277 -0.4948 -0.3537 -0.6586 0.0497 1.4229 -0.573
C -1.7200 -1.2680 -0.6283 0.5661 1.0344 0.4459 0.153
H 1.4853 3.3656 0.4246 -0.4272 -0.4831 0.1920 0.313
O 0.4011 0.8012 -7.9846 1.4335 -3.3917 4.8825 -0.124
H 0.2741 3.0112 3.2410 0.0397 0.3054 -0.2175 0.148
C 1.8254 -2.6496 -6.3556 3.3581 -7.7840 -6.0409 0.603
C -1.4182 -2.1501 -1.8271 0.1402 -0.1115 0.2770 -0.990
H -0.0712 -0.7337 4.5508 -0.2606 0.1707 0.1315 0.292
H -1.2621 0.1942 5.4925 0.1913 0.0040 -0.2498 0.405
O 0.1958 1.7590 0.8169 1.0330 -3.0247 0.3246 -0.261
C 0.5979 3.6244 2.3865 -0.5909 -0.3752 -0.0588 -0.934
H -2.2978 -2.7114 -2.1294 -0.2468 -0.1266 0.0635 0.530
C -0.5744 0.2391 4.6374 0.6145 -0.1050 0.3895 -0.989
C 0.6989 0.0886 -7.1073 -1.3867 3.1454 -7.6621 0.668
H -2.4017 0.1914 3.5086 0.1976 -0.4455 -0.4416 0.323
H -0.2315 4.2030 1.9701 0.0270 -0.0316 0.3223 0.337
H -1.9790 -1.7654 0.3104 0.1893 -0.1461 -0.3084 0.365
C 1.1789 2.7516 1.2887 1.8443 0.9484 0.3498 -0.206
Cl 3.5624 -1.3819 -1.7560 -1.9128 -0.0784 -0.0656 -0.242
C -1.3724 0.5468 3.3743 -0.0751 1.1241 0.5653 -0.104
Cl 0.6442 0.0102 -3.7485 -0.5294 1.5747 -0.8397 -0.364
H 1.3583 4.3167 2.7558 0.0625 -0.0897 -0.2038 0.396
H -1.1247 -1.5720 -2.7277 -0.4417 -0.0919 0.2676 0.387
C 0.6187 -2.6185 1.2546 -2.1250 -2.6533 3.9248 0.289
H -0.6447 -2.9246 -1.6034 -0.7492 -0.1740 0.0447 0.294
O 2.2621 -3.6936 -6.6759 -2.3980 5.6373 2.3016 -0.151
H 2.1007 2.2411 1.6576 -0.7197 0.0887 -0.2435 0.368
O 0.0948 -3.0822 2.1786 2.4043 1.9290 -3.9968 -0.106
H -2.4341 -0.4604 -0.8289 0.2640 -0.2028 -0.0494 0.426
O -0.8647 -0.1576 2.1803 1.7275 -0.4502 -1.7251 -0.126
Tb 1.0893 -1.3978 -1.7357 3.6365 -0.8654 1.4234 1.036
Ir 1.1754 -1.0484 -5.7389 -0.3530 1.7556 4.8558 0.680
H 0.1859 1.0151 4.8586 -0.3909 -0.3378 -0.2899 0.313
P 0.3839 0.1244 1.1428 -4.5970 3.6037 0.4594 0.530
H -1.4086 1.6262 3.1709 0.1333 -0.4026 -0.2512 0.312
```
Forces are in eV/Å.